Entry 1:
C3H10N4O | the ωB97M-V functional and the def2-TZVPD basis

For the LUMO energy (alpha / beta), the calculation gives 0.476 / 0.478 eV. The HOMO energy (alpha / beta) comes out at -6.79 / -6.80 eV. The total energy comes out at -414.3941 Ha. As for the relative energy (zero: lowest compared OMol25 entry of this formula, charge and spin): 137.51 kcal per mole.

Last column: Löwdin charge in e.
CARTESIAN COORDINATES (ANGSTROEM)
1 C -0.0382 -1.4403 0.0799  -0.196
2 C 0.6917 -1.5390 -1.2071  -0.072
3 N -1.3213 0.6672 -0.2129  -0.123
4 N -2.4932 1.4340 -0.0612  -0.047
5 N 2.0705 1.1831 0.3861  -0.003
6 C -0.2354 1.3180 0.1789  -0.315
7 O 0.5708 -2.0210 1.1331  0.027
8 N 0.8032 0.6156 0.5757  -0.107
9 H -0.0108 -1.9722 1.9022  0.117
10 H -1.1072 -1.5855 0.0531  0.106
11 H -3.2152 1.0266 -0.6429  0.054
12 H -2.8276 1.4407 0.9013  0.061
13 H 2.6566 0.9671 1.1845  0.068
14 H 2.0549 2.1905 0.2236  0.067
15 H -0.1953 2.4163 0.1109  0.114
16 H 1.7508 -1.3246 -1.0683  0.077
17 H 0.2672 -0.8265 -1.9142  0.081
18 H 0.5785 -2.5498 -1.6228  0.090

Entry 2:
C3H7NO2 | the ωB97M-V functional and the def2-TZVPD basis

As for the SMILES: NCCOC=O. For the LUMO energy, the calculation gives 0.950 eV. The HOMO energy comes out at -9.07 eV. The total energy comes out at -323.6983 Ha. As for the relative energy (zero: lowest compared OMol25 entry of this formula, charge and spin): 51.88 kcal per mole.

Last column: Löwdin charge in e.
CARTESIAN COORDINATES (ANGSTROEM)
1 C -0.8757 0.5883 -0.6885  -0.234
2 C 0.6031 0.7459 -0.5723  -0.215
3 C 1.3097 -0.9408 0.8687  -0.390
4 N -1.4475 -0.1758 0.4248  -0.010
5 O 1.4296 -1.7409 -0.0106  0.069
6 O 1.0393 0.3351 0.6747  -0.051
7 H -0.9716 -0.0499 -1.5482  0.108
8 H -1.4997 1.4216 -0.7923  0.094
9 H 1.0866 0.1806 -1.3473  0.106
10 H 0.9175 1.8602 -0.7565  0.159
11 H -1.6620 0.2331 1.3018  0.055
12 H 1.2166 -1.2252 2.0214  0.183
13 H -1.1458 -1.2322 0.4244  0.125

Entry 3:
C2H4O3P | the ωB97M-V functional and the def2-TZVPD basis

For the LUMO energy, the calculation gives 4.355 eV. The HOMO energy comes out at -3.36 eV. The total energy comes out at -645.7439 Ha. Its total charge is -1. As for the relative energy (zero: lowest compared OMol25 entry of this formula, charge and spin): 37.99 kcal per mole.

Last column: Löwdin charge in e.
CARTESIAN COORDINATES (ANGSTROEM)
1 C 0.8551 -0.7305 0.2767  -0.277
2 C -0.1617 0.3212 -0.0238  -0.205
3 O 4.1649 -0.7311 0.4402  -0.365
4 O 3.0160 1.5289 -0.1010  -0.361
5 O 1.9063 -0.6988 -0.9493  -0.366
6 P 2.9949 0.0570 0.0164  0.381
7 H 0.5196 -1.7602 0.2975  0.037
8 H -0.7299 0.1153 -0.9428  0.055
9 H 0.3507 1.2738 -0.1473  0.046
10 H -0.8686 0.3973 0.8093  0.055

Entry 4:
C6H7Cl | the ωB97M-V functional and the def2-TZVPD basis

For the LUMO energy (alpha / beta), the calculation gives 0.207 / 0.240 eV. The HOMO energy (alpha / beta) comes out at -7.56 / -7.59 eV. The total energy comes out at -692.8288 Ha. As for the relative energy (zero: lowest compared OMol25 entry of this formula, charge and spin): 97.49 kcal per mole.

Last column: Löwdin charge in e.
CARTESIAN COORDINATES (ANGSTROEM)
1 C 1.1650 0.3694 -0.3349  -0.184
2 C 0.4292 0.6618 0.9739  -0.153
3 C 0.0616 -0.1644 -1.2082  -0.065
4 C -0.8889 -0.0170 0.8166  -0.270
5 C -1.2289 -0.2500 -0.6492  -0.239
6 C -0.9220 -1.3937 0.3126  -0.479
7 Cl 0.4547 -2.4368 0.5478  0.625
8 H 1.5001 1.2063 -1.0288  0.139
9 H 2.0606 -0.1820 -0.0690  0.089
10 H 0.9383 0.2846 1.7624  0.077
11 H 0.1919 1.6329 1.1775  0.090
12 H 0.0753 -0.0762 -2.3010  0.123
13 H -1.7608 0.4434 1.2128  0.134
14 H -2.0761 -0.0782 -1.2122  0.113

Entry 5:
C2H4N2S | the ωB97M-V functional and the def2-TZVPD basis

For the LUMO energy, the calculation gives -0.689 eV. The HOMO energy comes out at -8.85 eV. The total energy comes out at -586.1947 Ha. As for the relative energy (zero: lowest compared OMol25 entry of this formula, charge and spin): 62.53 kcal per mole.

Last column: Löwdin charge in e.
CARTESIAN COORDINATES (ANGSTROEM)
1 C -0.1441 0.2521 -1.1159  -0.318
2 C -0.4781 0.2639 0.4199  -0.389
3 N 0.4934 -0.6749 -1.5984  0.031
4 N 0.4162 -0.4302 1.1329  -0.471
5 S 0.7435 -1.9513 0.4304  0.708
6 H -0.2959 1.1423 -1.6575  0.095
7 H -0.5062 1.3647 0.5035  0.113
8 H -1.5697 0.0314 0.5007  0.130
9 H 1.3408 0.0019 1.3843  0.101

Entry 6:
C32H33BF3NO2S | the ωB97M-V functional and the def2-TZVPD basis

As for the SMILES: C[C@H](B1OC(C)(C)C(C)(C)O1)n1c2ccccc2c2ccccc21.Cc1ccc(-c2ccc(C(F)(F)F)cc2)s1. For the LUMO energy, the calculation gives 0.142 eV. The HOMO energy comes out at -7.30 eV. The total energy comes out at -2167.2097 Ha. As for the relative energy (zero: lowest compared OMol25 entry of this formula, charge and spin): 0.00 kcal per mole.

Last column: Löwdin charge in e.
CARTESIAN COORDINATES (ANGSTROEM)
1 C -1.8286 4.8242 0.0038  -0.106
2 C -0.5826 4.1616 0.4426  -0.581
3 C -0.1385 3.9861 1.7438  -0.124
4 C 1.0850 3.2632 1.8203  -0.125
5 C 1.5481 2.8285 0.5856  -0.465
6 B -2.0782 -0.6097 0.3863  -0.554
7 C 2.7984 2.1496 0.3258  -0.228
8 C 3.3705 1.2940 1.2920  -0.005
9 C 4.5337 0.5938 1.0020  0.003
10 C 5.1445 0.7720 -0.2329  -0.131
11 C 6.3768 0.0020 -0.5989  -0.516
12 F 6.1189 -0.8630 -1.6423  0.103
13 F 7.3924 0.8195 -1.0195  0.115
14 F 6.8649 -0.7548 0.4210  0.118
15 C 4.6344 1.6552 -1.1778  -0.008
16 C 3.4734 2.3467 -0.8951  -0.037
17 O -3.0326 -0.5302 1.3531  0.140
18 C -4.2577 -0.9894 0.7078  -0.443
19 C -4.5022 -2.4175 1.1837  -0.012
20 C -5.3689 -0.0843 1.2014  -0.009
21 C -3.9026 -0.9071 -0.8409  -0.445
22 C -4.4546 -2.0063 -1.7195  -0.010
23 C -4.2398 0.4547 -1.4565  -0.007
24 O -2.4494 -1.0399 -0.8508  0.157
25 S 0.5516 3.5100 -0.6853  1.087
26 H -2.3872 5.1700 0.8778  0.084
27 H -1.6065 5.6857 -0.6371  0.081
28 H -2.4606 4.1301 -0.5660  0.075
29 H -0.6847 4.3615 2.6053  0.114
30 H 1.6113 3.0343 2.7424  0.119
31 H 2.8847 1.1708 2.2628  0.110
32 H 4.9611 -0.0900 1.7313  0.124
33 H 5.1326 1.7844 -2.1363  0.133
34 H 3.0666 3.0403 -1.6319  0.102
35 H -5.4720 -2.7821 0.8209  0.096
36 H -3.7111 -3.1014 0.8449  0.099
37 H -4.5204 -2.4365 2.2815  0.099
38 H -6.3231 -0.3585 0.7367  0.098
39 H -5.4755 -0.1986 2.2868  0.097
40 H -5.1594 0.9713 0.9901  0.089
41 H -5.5458 -1.9206 -1.7879  0.098
42 H -4.0435 -1.9127 -2.7318  0.100
43 H -4.2020 -3.0014 -1.3374  0.088
44 H -5.3269 0.5797 -1.5531  0.095
45 H -3.8417 1.2933 -0.8648  0.092
46 H -3.8054 0.5170 -2.4639  0.100
47 C -0.3874 0.5145 2.0059  -0.056
48 C -0.5560 0.2935 0.5285  -0.153
49 N 0.3724 -0.6869 0.0049  0.022
50 C 1.2123 -0.5603 -1.0975  -0.143
51 C 1.1745 0.3630 -2.1304  -0.033
52 C 2.1311 0.2424 -3.1433  -0.093
53 C 3.0546 -0.8127 -3.1414  -0.102
54 C 3.0213 -1.7964 -2.1530  -0.022
55 C 2.0809 -1.6791 -1.1391  -0.109
56 C 1.6908 -2.5512 -0.0666  -0.105
57 C 0.6001 -1.9326 0.5988  -0.136
58 C -0.1384 -2.6224 1.5513  -0.014
59 C 0.2838 -3.9159 1.9027  -0.077
60 C 1.3853 -4.5183 1.2718  -0.095
61 C 2.0928 -3.8390 0.2720  -0.016
62 H 0.6549 0.7593 2.2502  0.067
63 H -1.0334 1.3409 2.3202  0.091
64 H -0.6648 -0.3725 2.5869  0.070
65 H -0.5449 1.2002 -0.0866  0.095
66 H 0.4168 1.1422 -2.1179  0.077
67 H 2.1677 0.9894 -3.9356  0.104
68 H 3.8100 -0.8586 -3.9283  0.102
69 H 3.7035 -2.6464 -2.1447  0.115
70 H -1.0279 -2.1822 1.9984  0.095
71 H -0.2621 -4.4607 2.6720  0.100
72 H 1.6803 -5.5280 1.5607  0.097
73 H 2.9348 -4.2778 -0.2599  0.111

Entry 7:
H6NO | the ωB97M-V functional and the def2-TZVPD basis

For the LUMO energy, the calculation gives -4.049 eV. The HOMO energy comes out at -17.20 eV. The total energy comes out at -133.3417 Ha. Its total charge is +1. As for the relative energy (zero: lowest compared OMol25 entry of this formula, charge and spin): 3.75 kcal per mole.

Last column: Löwdin charge in e.
CARTESIAN COORDINATES (ANGSTROEM)
1 O 0.5657 -0.0682 -1.3473  -0.054
2 H 0.1937 -0.0675 -2.2582  0.109
3 H 1.4090 -0.5696 -1.4241  0.102
4 N -0.4335 0.1409 1.0059  0.280
5 H 0.2463 -0.0132 0.2368  0.063
6 H -0.0364 -0.2157 1.8961  0.166
7 H -1.3159 -0.3631 0.7942  0.167
8 H -0.6289 1.1563 1.0967  0.168

Entry 8:
C4H3N3 | the ωB97M-V functional and the def2-TZVPD basis

As for the SMILES: N#CC1=NCC=N1. For the LUMO energy, the calculation gives -0.438 eV. The HOMO energy comes out at -11.14 eV. The total energy comes out at -318.4514 Ha. As for the relative energy (zero: lowest compared OMol25 entry of this formula, charge and spin): 20.91 kcal per mole.

Last column: Löwdin charge in e.
CARTESIAN COORDINATES (ANGSTROEM)
1 N 3.4147 -0.7781 0.3159  0.166
2 C 2.2845 -0.5280 0.2870  -0.128
3 C 0.8829 -0.1997 0.1839  -0.381
4 N -0.0888 -1.2368 0.2581  0.126
5 C -1.1900 -0.6082 0.0524  -0.104
6 C -0.9471 0.8474 -0.2185  -0.182
7 N 0.4797 0.9989 -0.0199  0.120
8 H -2.1549 -1.1102 0.0689  0.117
9 H -1.5570 1.5555 0.3537  0.128
10 H -1.1239 1.0592 -1.2816  0.138

What did the first record say?
C3H10N4O | the ωB97M-V functional and the def2-TZVPD basis

For the LUMO energy (alpha / beta), the calculation gives 0.476 / 0.478 eV. The HOMO energy (alpha / beta) comes out at -6.79 / -6.80 eV. The total energy comes out at -414.3941 Ha. As for the relative energy (zero: lowest compared OMol25 entry of this formula, charge and spin): 137.51 kcal per mole.

Last column: Löwdin charge in e.
CARTESIAN COORDINATES (ANGSTROEM)
1 C -0.0382 -1.4403 0.0799  -0.196
2 C 0.6917 -1.5390 -1.2071  -0.072
3 N -1.3213 0.6672 -0.2129  -0.123
4 N -2.4932 1.4340 -0.0612  -0.047
5 N 2.0705 1.1831 0.3861  -0.003
6 C -0.2354 1.3180 0.1789  -0.315
7 O 0.5708 -2.0210 1.1331  0.027
8 N 0.8032 0.6156 0.5757  -0.107
9 H -0.0108 -1.9722 1.9022  0.117
10 H -1.1072 -1.5855 0.0531  0.106
11 H -3.2152 1.0266 -0.6429  0.054
12 H -2.8276 1.4407 0.9013  0.061
13 H 2.6566 0.9671 1.1845  0.068
14 H 2.0549 2.1905 0.2236  0.067
15 H -0.1953 2.4163 0.1109  0.114
16 H 1.7508 -1.3246 -1.0683  0.077
17 H 0.2672 -0.8265 -1.9142  0.081
18 H 0.5785 -2.5498 -1.6228  0.090